Formula: C52H60AsN2PPd
Source: OMol25
Level of theory: ωB97M-V/def2-TZVPD

The total energy is -131470.183 eV. The lowest unoccupied orbital energy (spin up / spin down) comes out at -6.99 / -6.97 eV. The strongest force on any atom is 0.7 eV/A. The value obtained for the orbital gap (spin up / spin down) is 5.523 / 6.162 eV. As for the HOMO energy (spin up / spin down): -12.51 / -13.13 eV. Its multiplicity is 3. As for the net charge: +2.

The geometry in XYZ format:
```
117
C52H60AsN2PPd (ωB97M-V/def2-TZVPD)
H -1.782 4.650 -3.240
H -4.877 -0.313 2.627
C -2.963 -1.074 -2.572
H 0.838 -1.672 1.624
H -2.458 5.585 0.876
H 4.766 -1.020 4.210
C -6.600 2.095 0.146
H -4.624 2.590 -0.525
H 3.730 -3.018 -0.524
H 1.562 5.282 -0.687
H 1.444 -0.730 -4.719
H 0.294 4.808 2.254
H 3.434 -3.002 1.211
C -2.859 -0.819 -0.322
C 4.309 3.344 1.453
C 3.228 2.582 0.743
C -0.105 3.594 -0.506
H -5.797 -2.291 -1.522
H 0.539 -4.793 -0.525
C -1.777 -0.880 -1.590
H 1.546 -3.261 -4.537
C -2.756 -3.263 -0.139
C 1.014 -0.706 -3.714
C 4.947 -0.649 3.208
H 4.890 3.929 0.735
C -2.359 -2.729 2.915
C -3.997 -0.997 -1.367
H 1.349 -3.273 2.166
C -2.331 -3.437 -2.703
C 3.952 0.075 2.567
H -0.101 3.088 2.160
C -2.235 5.210 -1.220
C -2.091 -0.011 3.577
C 3.102 -1.763 -2.866
H -1.794 -0.726 5.576
C -7.360 1.326 1.016
H -3.061 5.853 -1.498
H 2.448 -0.348 4.043
C -0.458 3.705 -1.855
H 2.445 5.390 0.841
H -4.733 -4.259 -0.482
H 3.307 4.964 -0.627
C -1.654 -3.295 -1.348
H 4.788 1.106 -1.287
C 1.139 -3.195 -3.524
Pd 1.071 0.596 -0.340
H 1.282 0.248 -3.263
H 3.231 -1.531 0.270
C -5.216 1.986 0.150
H 6.316 0.209 -1.318
H 1.508 -4.054 -2.966
H -4.650 -0.129 -1.418
C -2.711 -1.968 0.554
C -1.896 5.059 0.114
C -4.584 1.107 1.026
H -0.296 2.754 -3.777
C -5.348 0.354 1.916
C 2.112 3.383 0.150
C 5.418 0.321 0.630
H 6.933 -1.451 3.097
C -1.977 -1.003 4.545
C 2.633 0.364 3.239
C 1.577 -1.872 -2.901
C 0.338 3.012 -2.929
H -2.046 -3.110 4.989
H 3.421 -0.907 -2.272
C -0.830 4.253 0.494
C 6.159 -0.897 2.581
C -0.475 4.092 1.952
C -1.524 4.528 -2.193
C 3.091 -2.603 0.253
H 1.808 0.318 2.526
C -2.365 -0.367 2.270
C -0.864 -2.024 -1.426
H 3.564 -2.663 -2.463
H -8.440 1.401 1.005
H 2.630 1.367 3.679
H -0.072 -0.767 -3.821
H 7.333 -0.612 0.810
H -7.320 -0.125 2.598
H 4.986 2.679 1.978
H 0.053 -3.263 -3.599
C -4.202 -3.326 -0.622
C 4.206 0.554 1.279
H 1.951 -5.018 0.489
C 2.360 4.839 -0.099
H -2.472 -3.777 2.660
C -2.472 -1.734 1.921
N 1.010 2.785 -0.105
C 6.385 -0.421 1.300
H -2.000 1.032 3.850
As -2.656 0.826 0.769
H -1.028 -4.155 -1.176
H 2.158 -4.654 -1.214
C -2.913 -2.392 -3.278
H 1.139 3.657 -3.302
H -3.409 -2.484 -4.237
H -2.558 -4.105 0.520
H 0.805 2.110 -2.546
H -1.348 4.277 2.577
C 1.546 -4.435 -0.342
H 3.481 -1.628 -3.882
C 5.703 0.896 -0.735
C -4.778 -2.256 -1.153
P 0.902 -1.658 -1.139
N 3.181 1.313 0.635
H -7.082 2.783 -0.536
H -0.164 -3.086 1.274
H -1.278 0.081 -1.680
H 6.259 1.834 -0.649
H -3.073 -0.250 -3.273
C 0.862 -2.729 1.352
C -6.732 0.466 1.907
C -2.120 -2.357 4.215
C 1.620 -2.957 0.041
H -2.309 -4.413 -3.177
H 3.876 4.047 2.167
```

Mulliken population analysis, charges in e, atoms 1 to 5: number 1, H, carries 0.503; number 2, H, carries 0.383; number 3, C, carries -0.068; number 4, H, carries 0.001; number 5, H, carries 0.487

***

Formula: C4H11NO
Source: OMol25
Level of theory: ωB97M-V/def2-TZVPD

The energy above the lowest of the compared OMol25 structures with the same formula, charge and spin is 1.459 eV. The total energy is -7863.094 eV. The lowest unoccupied orbital energy comes out at 0.97 eV. The strongest force on any atom is 3.5 eV/A. The value obtained for the orbital gap is 9.559 eV. As for the HOMO energy: -8.59 eV. Its multiplicity is 1.

The geometry in XYZ format:
```
17
C4H11NO (ωB97M-V/def2-TZVPD)
H 1.887 -0.386 0.534
H 0.137 -1.066 -0.266
H 3.499 4.181 1.296
C 0.846 0.234 2.097
N 1.208 0.369 0.696
H -1.971 0.577 0.574
H -0.772 1.743 2.300
H -0.060 0.577 -0.943
H -1.449 -1.013 1.201
H 1.508 0.865 2.720
C 0.000 0.000 0.000
H 2.670 4.745 2.487
C -1.112 0.021 0.995
O 2.674 4.030 1.811
H 0.910 -0.802 2.479
C -0.600 0.653 2.213
H -1.093 0.164 3.076
```

Mulliken population analysis, charges in e, atoms 1 to 5: number 1, H, carries 0.273; number 2, H, carries 0.209; number 3, H, carries 0.314; number 4, C, carries -0.590; number 5, N, carries -0.448

***

Formula: C44H79F9O22
Source: OMol25
Level of theory: ωB97M-V/def2-TZVPD

The energy above the lowest of the compared OMol25 structures with the same formula, charge and spin is 12.209 eV. The total energy is -116400.694 eV. The lowest unoccupied orbital energy comes out at 0.15 eV. The strongest force on any atom is 4.9 eV/A. The value obtained for the orbital gap is 9.534 eV. As for the HOMO energy: -9.38 eV. Its multiplicity is 1.

The geometry in XYZ format:
```
154
C44H79F9O22 (ωB97M-V/def2-TZVPD)
H -3.442 2.625 -10.485
H 12.731 7.582 -5.250
H 10.687 6.506 -6.591
H 3.959 -3.786 -5.628
C -9.217 -7.600 -3.985
H 6.800 4.105 9.979
H -7.023 4.652 -12.280
H -1.316 -8.638 3.185
C 2.594 2.392 8.636
H 0.756 -10.288 -7.000
C 6.811 9.978 2.532
H 7.210 9.108 3.054
H 1.575 0.219 -0.729
H -0.260 -0.788 1.247
C 2.494 -6.688 -5.191
H 3.912 -4.770 -4.132
C -8.146 7.416 1.299
O -3.237 -10.119 1.290
O -8.737 -8.837 -4.355
O -1.517 -2.612 -0.674
H -3.507 -2.464 -0.090
F -4.406 4.152 3.215
F 8.404 4.287 -3.559
H -0.417 -0.917 -1.184
C -2.189 -10.103 0.498
C 3.771 -4.777 -5.213
H -10.741 -2.129 5.652
F -5.118 4.273 5.117
O 2.533 -5.370 -5.592
H -8.011 -5.856 -3.506
C -6.904 -7.717 -3.611
H 3.127 -4.739 5.425
O 10.232 5.306 -5.021
H -7.587 7.992 3.307
H -2.575 -1.410 0.750
O 5.683 -6.348 6.337
H -3.079 2.042 -6.913
H 0.853 -6.797 -6.777
H -8.027 -1.252 6.611
O -9.338 -3.195 3.415
O 5.261 8.354 1.585
F 9.957 3.526 -2.130
H 11.028 8.091 -4.821
H 2.984 0.246 0.268
O -2.717 3.219 -8.608
C 11.783 7.306 -4.790
H -7.407 4.135 -10.791
H -7.481 -9.759 -3.101
H -3.889 -9.060 2.962
H -6.536 5.755 -11.126
O 7.867 10.893 2.262
H -0.453 -9.297 -6.050
C -5.549 4.352 3.855
C -7.989 7.130 2.775
F -6.489 3.452 3.556
C -2.988 -9.577 2.634
O -2.130 -10.808 -0.528
C -8.146 -6.901 -3.226
H -2.861 4.216 -10.563
C 4.556 -5.514 6.651
H -6.311 -7.316 -4.433
H -6.680 -9.555 -4.703
H 3.498 7.870 2.432
H 3.409 -7.202 -5.485
H -4.332 2.120 -7.885
O -8.095 -3.646 5.235
F 1.690 3.330 8.862
H -0.518 -10.081 1.661
H 0.530 -2.358 -1.136
C 5.120 5.274 9.047
C -4.829 4.126 -9.779
H -5.445 3.477 -9.156
F 9.422 2.330 -3.790
H 4.008 9.381 2.996
H -8.995 6.857 0.905
H -2.948 -0.989 -0.853
H -7.181 7.365 0.795
H 1.557 0.721 1.067
C 1.216 -7.287 -5.873
C 4.032 8.760 2.099
H -9.252 -2.098 7.659
C -1.162 -9.307 1.243
H 0.246 -2.453 1.361
C -7.357 -9.114 -3.971
C 4.583 -5.843 4.188
C -0.324 -1.871 -0.665
H 4.933 -5.407 3.252
H 4.793 -3.929 5.323
H 6.919 5.837 10.202
H 4.672 -4.739 7.408
F 2.440 1.720 7.491
C 10.637 4.279 -4.322
H 6.557 12.561 2.100
H 0.020 -8.984 -7.708
C 0.213 -1.596 0.688
O 3.958 4.439 9.142
C 1.913 0.042 0.292
H -2.280 -7.587 2.175
C -7.900 -3.290 6.546
H -8.448 -6.953 -2.180
C 9.578 3.593 -3.415
O -5.297 4.077 -11.125
O -10.238 -7.116 -4.346
C 6.212 5.010 10.130
H -8.409 -4.094 7.077
H 5.583 5.261 8.061
O -7.341 5.840 2.971
H -4.648 5.143 -9.432
O 1.598 -1.274 0.670
O 4.964 2.631 8.101
C -2.628 -1.839 -0.251
C -3.385 3.537 -9.890
C 4.209 -4.848 5.338
C -3.248 2.067 -7.989
H 12.181 5.754 -6.129
H 7.363 12.024 0.568
H 5.677 5.042 11.080
C -9.681 -1.936 5.486
H -2.902 1.133 -8.432
C 5.740 -6.605 5.012
O 6.600 -7.277 4.448
H -6.881 -3.154 6.910
C 0.397 -9.294 -6.733
H -9.530 -0.958 5.030
H 11.948 6.897 -3.793
H -6.304 -7.782 -2.703
H -2.761 -10.337 3.382
H 4.615 -5.314 -5.646
H 0.440 -7.246 -5.110
C -6.084 5.815 3.605
H 2.432 -6.825 -4.111
H -0.661 -8.522 0.676
C 6.116 9.407 1.258
H 5.554 10.177 0.730
C 7.449 12.125 1.650
H -8.414 8.473 1.306
H 3.721 -6.474 3.973
C 11.239 6.129 -5.730
H -8.949 7.083 3.289
C -9.098 -2.991 4.620
H 4.740 6.261 9.311
C -8.747 -2.066 6.694
C -1.935 -8.615 2.289
C 4.026 3.113 8.669
O 11.821 3.872 -4.304
H 6.056 10.537 3.084
H 6.967 9.014 0.702
H 3.768 -6.201 6.961
C -6.596 4.677 -11.277
O 1.450 -8.645 -6.114
O -5.378 6.824 3.768
F 2.540 1.473 9.671
H 3.441 9.471 1.522
H 8.239 12.876 1.663
```

Mulliken population analysis, charges in e, atoms 1 to 5: number 1, H, carries 0.354; number 2, H, carries 0.331; number 3, H, carries 0.326; number 4, H, carries 0.297; number 5, C, carries 0.462

***

Formula: C25H26N8O2Tc
Source: OMol25
Level of theory: ωB97M-V/def2-TZVPD

The energy above the lowest of the compared OMol25 structures with the same formula, charge and spin is 0.323 eV. The total energy is -44560.415 eV. The lowest unoccupied orbital energy (spin up / spin down) comes out at -0.16 / -0.44 eV. The strongest force on any atom is 0.2 eV/A. The value obtained for the orbital gap (spin up / spin down) is 5.748 / 7.161 eV. As for the HOMO energy (spin up / spin down): -5.91 / -7.60 eV. Its multiplicity is 2.

The geometry in XYZ format:
```
62
C25H26N8O2Tc (ωB97M-V/def2-TZVPD)
C -1.067 -3.455 -0.432
H -0.331 0.042 4.111
C 2.950 0.702 -2.618
H -0.684 -4.460 -0.238
H 3.647 2.622 -3.302
H -0.014 2.672 0.589
C -0.072 2.886 -0.482
C -3.465 2.596 1.973
H 0.614 -1.878 3.435
C -0.280 -2.951 1.778
H -1.158 -5.269 -2.257
H -1.071 2.582 -0.806
N -0.495 -0.579 2.170
C -2.601 1.488 1.941
C 0.395 -1.724 2.375
C -2.443 -2.090 -2.045
C -1.697 1.329 3.021
H -4.107 4.351 2.989
H -4.154 2.708 1.146
H 1.064 -1.905 -2.176
C -2.547 3.344 4.076
O -2.718 0.660 0.917
H -2.529 4.056 4.889
C 1.954 2.799 -1.984
N -0.889 -2.566 0.497
H 2.827 -1.916 -2.380
C -1.708 -4.385 -2.562
H 1.621 1.563 2.461
N 5.072 2.183 -0.153
N 4.036 0.317 0.865
C -3.133 -2.122 -3.291
H 1.939 3.882 -2.023
H 0.030 3.962 -0.620
N -0.001 0.069 -0.591
H 2.110 -1.818 -0.763
H -2.326 -5.220 -4.421
H -3.608 -3.181 -5.061
H 3.710 0.146 -3.155
C -2.356 -4.366 -3.759
H 0.441 -3.761 1.640
C 2.927 2.094 -2.689
N 4.096 1.603 0.642
C 2.005 -1.492 -1.803
H 5.758 1.453 -0.315
C -1.706 2.259 4.075
H -1.020 2.105 4.901
Tc -1.325 -0.604 0.286
C -1.721 -3.273 -1.678
H 1.328 -1.511 1.853
H -1.070 -3.305 2.448
O -2.534 -1.023 -1.332
C 0.988 2.146 -1.239
C 2.494 1.365 1.865
C 2.006 0.004 -1.886
C -3.433 3.504 3.006
C 0.998 0.731 -1.210
N 3.015 0.144 1.668
H -3.688 -1.233 -3.559
C -0.786 0.213 3.133
H 4.623 2.400 -1.043
C -3.081 -3.208 -4.115
N 3.172 2.314 1.238
```

Mulliken population analysis, charges in e, atoms 1 to 5: number 1, C, carries -0.249; number 2, H, carries 0.261; number 3, C, carries -0.445; number 4, H, carries 0.216; number 5, H, carries 0.420

***

Formula: C20H21ClN4O3
Source: OMol25
Level of theory: ωB97M-V/def2-TZVPD

The total energy is -45703.283 eV. The lowest unoccupied orbital energy comes out at 0.02 eV. The strongest force on any atom is 3.9 eV/A. The value obtained for the orbital gap is 7.863 eV. As for the HOMO energy: -7.84 eV. Its multiplicity is 1.

The geometry in XYZ format:
```
49
C20H21ClN4O3 (ωB97M-V/def2-TZVPD)
H 1.399 -2.397 0.355
H -1.711 -2.850 5.284
C 3.124 -3.133 -0.682
O -1.800 -0.596 -3.054
C -1.387 -0.889 2.818
H -3.469 -2.708 5.687
H -3.403 1.758 -2.794
C -2.670 -2.334 5.024
H -1.805 2.530 -3.351
H -1.573 3.353 0.596
O -3.037 -2.560 3.645
C -0.936 -0.921 0.417
H -3.427 -3.094 1.225
H 3.374 3.611 -0.330
C -1.690 0.499 -2.557
C -0.713 -0.368 1.681
H -0.162 -1.186 -1.647
H -1.963 3.675 -1.119
C -2.647 -2.376 1.370
C -1.973 -1.848 0.256
N 1.189 0.025 -0.647
C 0.699 2.334 -0.523
C -2.321 -1.925 2.668
O 0.645 4.753 -0.574
C 4.133 -2.837 -1.593
H 0.049 0.399 1.755
C -0.203 -0.413 -0.873
H 2.868 4.847 0.648
H -2.560 -1.263 5.210
H -2.684 2.285 -0.235
Cl 5.408 -3.993 -2.015
C 1.192 3.707 -0.226
C 4.143 -1.587 -2.186
H -1.121 -0.455 3.771
H 3.072 -4.130 -0.230
C 2.211 -0.902 -0.895
H 2.649 3.200 1.281
N -0.948 0.722 -1.398
H 4.994 -1.308 -2.823
C -2.433 1.609 -3.294
C 2.185 -2.179 -0.354
C 2.589 3.837 0.386
N 1.559 1.325 -0.436
C 3.218 -0.601 -1.821
H -2.621 1.302 -4.332
H -2.251 -2.287 -0.693
N -0.672 2.024 -0.800
C -1.777 2.904 -0.382
H 3.257 0.440 -2.213
```

Mulliken population analysis, charges in e, atoms 1 to 5: number 1, H, carries 0.433; number 2, H, carries 0.300; number 3, C, carries -0.688; number 4, O, carries -0.589; number 5, C, carries -0.766

***

Formula: C4H4N2O
Source: OMol25
Level of theory: ωB97M-V/def2-TZVPD

The energy above the lowest of the compared OMol25 structures with the same formula, charge and spin is 4.493 eV. The total energy is -9235.995 eV. The lowest unoccupied orbital energy comes out at -0.17 eV. The strongest force on any atom is 0.5 eV/A. The value obtained for the orbital gap is 8.854 eV. As for the HOMO energy: -9.02 eV. Its multiplicity is 1.

The geometry in XYZ format:
```
11
C4H4N2O (ωB97M-V/def2-TZVPD)
N 0.773 -1.353 0.649
O -2.128 -0.982 -0.811
C -0.650 0.686 -0.123
H 2.427 -0.646 -0.452
C 1.387 -0.559 -0.122
N 0.663 0.465 -0.790
H 1.361 -2.123 0.956
H -2.615 0.254 0.723
H 0.493 2.677 0.074
C -1.903 -0.067 -0.060
C 0.193 1.647 -0.044
```

Mulliken population analysis, charges in e, atoms 1 to 5: number 1, N, carries -0.534; number 2, O, carries -0.413; number 3, C, carries 0.264; number 4, H, carries 0.384; number 5, C, carries 0.024

***

Formula: C6H7FNaO5
Source: OMol25
Level of theory: ωB97M-V/def2-TZVPD

The total energy is -23685.972 eV. The lowest unoccupied orbital energy (spin up / spin down) comes out at -7.81 / -10.08 eV. The strongest force on any atom is 1.8 eV/A. The value obtained for the orbital gap (spin up / spin down) is 8.887 / 6.612 eV. As for the HOMO energy (spin up / spin down): -16.70 / -16.69 eV. Its multiplicity is 2. As for the net charge: +2.

The geometry in XYZ format:
```
20
C6H7FNaO5 (ωB97M-V/def2-TZVPD)
O 2.951 0.544 -2.334
O 2.256 1.970 0.978
H -0.612 -3.181 0.647
Na 1.745 1.085 3.419
H 1.564 2.061 -0.922
O 3.309 -1.178 -3.850
C -0.136 -0.897 2.650
C 3.316 0.742 -0.834
F -1.330 -3.778 2.430
H -2.931 -1.931 2.024
H -2.139 -1.277 0.544
H 3.079 -0.224 -0.382
C -1.980 -1.656 1.558
C -0.947 -2.761 1.619
H 3.067 2.837 -0.596
C 2.498 1.908 -0.344
H 4.388 0.947 -0.839
C 3.101 -0.399 -3.054
O -1.356 -0.606 2.336
O 0.160 -2.115 2.251
```

Mulliken population analysis, charges in e, atoms 1 to 5: number 1, O, carries -0.137; number 2, O, carries -0.316; number 3, H, carries 0.247; number 4, Na, carries 1.003; number 5, H, carries 0.392

***

Formula: F4NP
Source: OMol25
Level of theory: ωB97M-V/def2-TZVPD

The energy above the lowest of the compared OMol25 structures with the same formula, charge and spin is 3.770 eV. The total energy is -21644.784 eV. The lowest unoccupied orbital energy (spin up / spin down) comes out at -0.84 / -0.78 eV. The strongest force on any atom is 3.0 eV/A. The value obtained for the orbital gap (spin up / spin down) is 7.606 / 10.057 eV. As for the HOMO energy (spin up / spin down): -8.45 / -10.84 eV. Its multiplicity is 1.

The geometry in XYZ format:
```
6
F4NP (ωB97M-V/def2-TZVPD)
F 1.701 -1.160 -0.044
F -2.066 -0.890 0.514
N -1.231 -0.289 -0.243
F -1.664 1.018 -0.262
F 1.786 1.073 -0.653
P 1.474 0.248 0.688
```

Mulliken population analysis, charges in e, atoms 1 to 5: number 1, F, carries -0.217; number 2, F, carries -0.077; number 3, N, carries 0.153; number 4, F, carries -0.134; number 5, F, carries -0.219